one.
The following is a quantum chemistry calculation of the molecule C2H4OS, from the OMol25 dataset.

The geometry in ORCA input format:
```
! wB97M-V def2-TZVPD RIJCOSX def2/J DEFGRID3
* xyz 0 1
C -0.52470 -0.20237 -0.44180
C -0.10906 0.61347 0.87499
H 1.89268 -0.49040 -0.59212
H -1.16283 0.42154 -1.14812
H -1.27784 -0.94976 -0.10214
H -0.87296 1.05831 1.53157
O 1.05246 0.62849 1.27271
S 1.00225 -1.07929 -1.39509
*
```

Calculated values
* structure (SMILES): O=CCS
* HOMO level: -0.346 hartree
* Kohn-Sham gap: 10.22 eV

two.
The following is a quantum chemistry calculation of the molecule C2H4OS, from the OMol25 dataset.

The geometry in ORCA input format:
```
! wB97M-V def2-TZVPD RIJCOSX def2/J DEFGRID3
* xyz 0 1
C -0.52919 0.31048 -0.06508
C 0.26130 -0.69039 0.59329
H 0.99528 0.57802 -1.51129
H -0.85090 1.03236 0.77827
H -1.59905 -0.10294 -0.38058
H -0.24031 -1.45680 1.16044
O 0.09999 1.06937 -1.11523
S 1.86287 -0.74011 0.54019
*
```

Calculated values
* structure (SMILES): OCC=S
* HOMO level: -0.335 hartree
* Kohn-Sham gap: 8.74 eV

three.
The following is a quantum chemistry calculation of a structure of composition C2H4OS, from the OMol25 dataset.

The geometry in ORCA input format:
```
! wB97M-V def2-TZVPD RIJCOSX def2/J DEFGRID3
* xyz 0 1
C 0.00501 -0.27985 0.32166
C -1.31286 0.64862 0.00062
H 2.35111 -0.97005 -1.22693
H -0.28728 -1.21055 -0.13441
H -0.21679 -0.83360 1.34945
H -1.11830 2.03881 -0.04753
O -2.75371 -0.31155 -0.17744
S 1.82175 0.07845 -0.02842
*
```

Calculated values
* HOMO level: -0.366 hartree
* Kohn-Sham gap: 8.46 eV

Ordering by calculated energy gives the sequence one, two, three, with the first entry being the most stable.

one.
The following is a quantum chemistry calculation of the molecule C2H4OS, from the OMol25 dataset.

The geometry in ORCA input format:
```
! wB97M-V def2-TZVPD RIJCOSX def2/J DEFGRID3
* xyz 0 1
C -1.77458 -0.59267 -0.00930
C 0.24961 0.73395 0.02786
H -1.70375 -1.33753 0.93444
H -1.18724 -1.16188 -0.84050
H -2.74068 -0.30533 -0.27998
H 0.43508 1.83652 -0.06339
O -1.03257 0.65805 0.02460
S 1.41294 -0.32149 -0.00368
*
```

Calculated values
* structure (SMILES): COC=S
* HOMO level: -0.329 hartree
* Kohn-Sham gap: 9.80 eV

two.
The following is a quantum chemistry calculation of the molecule C2H4OS, from the OMol25 dataset.

The geometry in ORCA input format:
```
! wB97M-V def2-TZVPD RIJCOSX def2/J DEFGRID3
* xyz 0 1
C 0.22404 -0.37239 0.46609
C -0.78240 0.60736 -0.22905
H 1.18432 -0.26346 -1.09118
H -0.15574 -1.37668 1.02932
H 0.53184 0.28319 1.34382
H -1.84177 0.36784 0.17713
O 1.20749 -0.88327 -0.48699
S -0.36777 1.63743 -1.20913
*
```

Calculated values
* structure (SMILES): OCC=S
* HOMO level: -0.336 hartree
* Kohn-Sham gap: 8.95 eV

Ordering by calculated energy gives the sequence one, two, with the first entry being the most stable.

one.
The following is a quantum chemistry calculation of a structure of composition C38H43BFN16O3Sc, from the OMol25 dataset.

The geometry in ORCA input format:
```
! wB97M-V def2-TZVPD RIJCOSX def2/J DEFGRID3
* xyz 1 2
Sc -0.62132 -0.00816 -0.00460
C -3.31655 0.16152 -2.56983
C -3.72971 -0.07968 -1.15602
C -5.03208 -0.26282 -0.68202
C -4.90527 -0.36751 0.68370
N -3.60643 -0.24972 1.00456
N -2.87568 -0.09421 -0.13088
B -2.95918 -0.23825 2.42682
N -2.09433 1.06516 2.57012
C -2.22199 2.04519 3.47716
C -1.44838 3.11620 3.08028
C -0.85883 2.71075 1.88197
C 0.02272 3.51759 0.98535
N -1.23258 1.45917 1.60036
N -2.04672 -1.48322 2.51779
C -2.11830 -2.57598 3.29446
C -1.25659 -3.52581 2.79232
C -0.67727 -2.93624 1.66834
C 0.29323 -3.57187 0.72660
N -1.15034 -1.69517 1.50836
N -4.06639 -0.16731 3.46268
C -5.00469 0.81549 3.51996
C -5.86247 0.52120 4.54364
C -5.37402 -0.68991 5.08291
C -5.92262 -1.48416 6.22502
N -4.30069 -1.09313 4.42837
H -4.01954 -0.31244 -3.25220
H -3.30577 1.23363 -2.77681
H -2.32094 -0.22583 -2.77143
H -5.93728 -0.31317 -1.26111
H -5.65550 -0.52680 1.43844
H -2.85423 1.92731 4.33974
H -1.33641 4.06328 3.57845
H 0.34587 4.42077 1.49935
H 0.90723 2.96321 0.66900
H -0.52453 3.80890 0.08863
H -2.79876 -2.59591 4.12642
H -1.07408 -4.51327 3.17883
H 1.00288 -4.19212 1.27384
H -0.24227 -4.21449 0.02573
H 0.83828 -2.83705 0.14096
H -4.99421 1.64404 2.83044
H -6.71850 1.08792 4.86722
H -6.79171 -0.98860 6.65302
H -6.22268 -2.47834 5.89404
H -5.17465 -1.60595 7.00807
C 0.76660 1.55795 -7.00158
C 2.15210 1.54382 -6.36432
C 3.04782 0.52831 -7.04928
C 4.39604 0.43901 -6.35816
C 4.18743 0.04809 -4.93013
C 5.09683 -0.73422 -4.25711
C 4.86397 -1.08547 -2.93212
F 5.74409 -1.85394 -2.31561
C 3.74278 -0.65993 -2.23780
C 2.82833 0.14602 -2.88488
C 1.63994 0.61602 -2.16185
O 1.41391 0.22703 -1.01078
C 0.76272 1.49416 -2.89322
C 1.02791 1.76175 -4.20670
N 2.07222 1.24806 -4.88842
C 3.02209 0.48697 -4.24557
C -0.49321 2.11151 -2.29574
O -1.02792 3.00673 -2.91534
O -0.86118 1.58154 -1.19398
H 0.89819 1.59820 -8.08151
H 0.16551 2.41927 -6.72110
H 0.21882 0.64470 -6.76201
H 2.60789 2.53670 -6.43597
H 3.16410 0.83074 -8.08838
H 2.55407 -0.44779 -7.04336
H 4.89938 1.41137 -6.39377
H 5.05054 -0.27809 -6.85061
H 5.99187 -1.09007 -4.74968
H 3.57609 -0.95297 -1.21045
H 0.33642 2.40055 -4.73405
N -0.82477 -2.41231 -5.96031
C -0.78662 -2.59688 -4.81914
N -0.73938 -2.85464 -3.53747
C -0.61752 -2.14045 -2.52747
N -0.49242 -1.50469 -1.54243
C 2.08446 -1.39464 2.23076
N 1.56173 -0.02144 2.01718
C 1.10056 0.46787 3.34235
N 2.15801 0.44091 4.34368
C 2.64492 -0.93302 4.47980
N 3.16112 -1.44935 3.20809
C 4.24678 -0.57672 2.76519
N 3.79699 0.80689 2.58937
C 2.71625 0.81491 1.61559
C 3.26211 1.27789 3.87412
H 2.45187 -1.77849 1.27528
H 1.26716 -2.02153 2.58053
H 0.27292 -0.16544 3.66914
H 0.74041 1.48918 3.23946
H 1.82578 -1.57056 4.81681
H 3.44016 -0.95916 5.22574
H 4.64025 -0.94921 1.81582
H 5.04757 -0.59747 3.50532
H 3.09676 0.44540 0.66211
H 2.37516 1.84353 1.48410
H 2.90625 2.30331 3.75604
H 4.06137 1.26589 4.61574
*
```

Calculated values
* HOMO level (spin up / spin down): -0.401 / -0.401 hartree
* Kohn-Sham gap (spin up / spin down): 6.72 / 3.48 eV

two.
The following is a quantum chemistry calculation of a structure of composition C38H43BFN16O3Sc, from the OMol25 dataset.

The geometry in ORCA input format:
```
! wB97M-V def2-TZVPD RIJCOSX def2/J DEFGRID3
* xyz 1 2
Sc 0.49475 0.04440 0.45184
C 4.16978 0.51261 -0.15797
C 3.63824 0.81913 1.20211
C 4.34908 1.37956 2.26873
C 3.46381 1.40021 3.32062
N 2.30479 0.86155 2.91111
N 2.39380 0.53090 1.59422
B 0.99798 0.59120 3.69138
N 0.54929 -0.88134 3.38502
C 0.34400 -1.84656 4.29418
C 0.22017 -3.05086 3.63299
C 0.38371 -2.74235 2.27897
C 0.48909 -3.69619 1.13292
N 0.54502 -1.42284 2.14066
N -0.04199 1.61508 3.17260
C -0.66066 2.62924 3.79361
C -1.22618 3.44459 2.83708
C -0.88497 2.86531 1.61294
C -1.17432 3.42497 0.25678
N -0.18165 1.74615 1.82248
N 1.20932 0.67942 5.18695
C 2.22523 0.10946 5.89110
C 1.82634 -0.00007 7.19519
C 0.50916 0.50894 7.21269
C -0.41488 0.64733 8.37898
N 0.14004 0.89007 6.00328
H 5.14142 0.98647 -0.28319
H 4.28953 -0.56375 -0.28871
H 3.50927 0.87326 -0.94281
H 5.36889 1.72235 2.26165
H 3.57985 1.76702 4.32544
H 0.31870 -1.61845 5.34734
H 0.07473 -4.02443 4.06795
H -0.12153 -4.58017 1.31335
H 0.19137 -3.24469 0.19007
H 1.52578 -4.01663 1.01785
H -0.65268 2.68108 4.86781
H -1.78701 4.34910 2.99708
H -2.11827 3.96925 0.27303
H -0.38609 4.12162 -0.03258
H -1.22188 2.65896 -0.51355
H 3.13628 -0.20593 5.41148
H 2.39611 -0.38291 8.02459
H 0.01821 0.19187 9.26753
H -0.61062 1.69723 8.59724
H -1.37118 0.16621 8.17553
C 3.49345 -0.80782 -6.27315
C 2.00961 -1.03486 -6.53437
C 1.52463 -0.08990 -7.61855
C 0.01620 -0.13779 -7.76776
C -0.62218 0.19358 -6.46187
C -1.80455 0.88891 -6.39078
C -2.36895 1.15442 -5.15178
F -3.49036 1.84157 -5.09303
C -1.80315 0.71340 -3.95210
C -0.62864 0.00963 -3.99290
C -0.01560 -0.44727 -2.73247
O -0.58760 -0.24206 -1.65809
C 1.24588 -1.13446 -2.87318
C 1.76795 -1.30668 -4.10800
N 1.20339 -0.84976 -5.26996
C 0.00893 -0.23011 -5.24620
C 2.03940 -1.70083 -1.70150
O 2.96334 -2.44485 -1.95453
O 1.64639 -1.31510 -0.54589
H 3.99055 -0.75776 -7.24138
H 3.97106 -1.60703 -5.71156
H 3.64130 0.14631 -5.76671
H 1.82299 -2.07267 -6.82893
H 2.00806 -0.38578 -8.54884
H 1.84628 0.92223 -7.37099
H -0.30791 -1.14098 -8.07000
H -0.33253 0.55306 -8.53385
H -2.29839 1.24162 -7.28618
H -2.28513 0.93836 -3.01112
H 2.70106 -1.84162 -4.19129
N 1.73605 2.07897 -5.08535
C 1.86400 2.45840 -3.99502
N 2.02720 2.93330 -2.78172
C 1.54795 2.26794 -1.79672
N 1.13002 1.70724 -0.86255
C -2.91359 0.53196 0.21809
N -2.00267 -0.47690 0.83826
C -2.38533 -0.54341 2.28859
N -3.78716 -0.86960 2.47527
C -4.60868 0.14296 1.81709
N -4.31909 0.21166 0.37999
C -4.57659 -1.10343 -0.20686
N -3.75987 -2.14276 0.41793
C -2.35990 -1.80238 0.24824
C -4.05843 -2.16471 1.85451
H -2.67866 0.59616 -0.84342
H -2.72206 1.48936 0.69575
H -2.17445 0.42462 2.74037
H -1.77956 -1.30877 2.76938
H -4.40889 1.11698 2.26764
H -5.66226 -0.10050 1.95758
H -4.35234 -1.06795 -1.27632
H -5.63102 -1.35118 -0.08096
H -2.11855 -1.78416 -0.81585
H -1.75861 -2.55961 0.74553
H -3.44342 -2.92863 2.33399
H -5.10941 -2.41868 1.99592
*
```

Calculated values
* HOMO level (spin up / spin down): -0.405 / -0.405 hartree
* Kohn-Sham gap (spin up / spin down): 7.12 / 4.11 eV

Ordering by calculated energy gives the sequence two, one, with the first entry being the most stable.